18
Properties=species:S:1:pos:R:3:forces:R:3 method="wB97M-V/def2-TZVPD" relative_energy_ev=0.299 fmax_ha_per_bohr=0.0138 spin_multiplicity=1 orbital_gap_ev=9.93 lumo_ev=0.40
S -0.3530 -2.5333 -0.6535 0.16 0.14 -0.28
H 0.3089 -1.4078 -0.9891 0.17 -0.08 0.10
H -1.2034 -2.2672 -1.6540 -0.19 -0.14 0.17
H -0.3569 1.7461 1.0383 0.05 -0.21 -0.29
H -0.4819 3.2407 0.7517 -0.13 -0.13 -0.29
O -0.5643 2.3773 0.3229 0.11 0.54 0.44
H -1.8139 1.0809 -0.5834 0.07 0.03 0.47
H -2.7318 0.3003 -1.4637 -0.21 -0.27 0.10
O -2.3648 0.2826 -0.5726 0.06 0.35 -0.49
H -1.0457 -0.0245 2.0497 -0.04 -0.27 -0.14
H -0.0228 -0.5264 1.0091 -0.50 -0.14 -0.14
O -0.1318 0.0675 1.7619 0.34 0.25 0.26
H 0.4436 1.2499 -1.8908 -0.01 -0.08 0.14
H 1.4748 1.2738 -0.7738 -0.08 -0.18 -0.20
O 1.0090 0.6666 -1.3721 0.27 0.13 0.03
H 1.9980 0.5319 1.1570 -0.11 0.22 0.23
H 3.4653 0.4579 1.4482 0.18 0.17 -0.05
O 2.7902 1.0846 1.1671 -0.15 -0.34 -0.08